No. 1
# C3H2N4O

C3H2N4O as an isolated structure at a distorted geometry (wB97M-V/def2-TZVPD, the OMol25 dataset).

For the HOMO energy, the calculation gives -10.198 eV. The LUMO energy is -0.78 eV. For the energy above the lowest of the compared OMol25 structures with the same formula, charge and spin, the calculation gives 1.812 eV. The gap between HOMO and LUMO is 9.420 eV. The total charge is 0.

Positions of all 10 atoms, in Å:
C -1.352 -0.035 0.179
C 0.743 -0.101 -0.223
C 2.084 -0.394 -0.131
H -2.030 -1.770 -0.249
H 0.791 2.062 -0.394
N -1.038 1.274 0.202
N 0.418 1.190 0.041
N -0.279 -0.912 -0.208
N 3.183 -0.537 0.493
O -2.521 -0.778 0.291



No. 2
# C3H2N4S

A 2-piece molecular cluster, C3H2N4S overall at a distorted geometry (wB97M-V/def2-TZVPD, the OMol25 dataset).

For the HOMO energy (alpha / beta), the calculation gives -9.484 / -9.604 eV. The LUMO energy (alpha / beta) is -4.90 / -4.89 eV. For the energy above the lowest of the compared OMol25 structures with the same formula, charge and spin, the calculation gives 4.230 eV. The gap between HOMO and LUMO (alpha / beta) is 4.585 / 4.710 eV. The total charge is 0.

Positions of all 10 atoms, in Å:
C -1.086 -1.392 0.130
C 0.638 0.295 -0.033
C -2.577 0.442 0.016
N 0.088 -0.826 0.035
N -2.224 -0.785 0.104
N -3.041 1.500 -0.063
N 1.277 1.273 -0.110
S 3.926 0.370 0.101
H -1.090 -2.472 0.215
H 4.088 1.594 -0.396



No. 3
# C3H2N8S

A 2-piece molecular cluster, C3H2N8S overall at a distorted geometry (wB97M-V/def2-TZVPD, the OMol25 dataset).

For the HOMO energy, the calculation gives -1.036 eV. The LUMO energy is 5.30 eV. For the energy above the lowest of the compared OMol25 structures with the same formula, charge and spin, the calculation gives 1.768 eV. The gap between HOMO and LUMO is 6.337 eV. The total charge is -2.

Positions of all 14 atoms, in Å:
C -1.661 -0.307 -1.806
C 1.461 1.019 1.151
C 1.666 0.410 -0.083
N -3.320 -1.648 -2.077
N 0.650 1.805 2.858
N -2.819 -0.502 -2.476
N 0.315 1.299 1.728
N -1.481 -1.434 -1.095
N 2.540 1.432 1.955
N -2.546 -2.278 -1.282
N 1.954 1.817 3.047
S 3.151 0.127 -0.803
H 0.715 0.047 -0.485
H -0.624 -1.788 -0.633



No. 4
# C3H2NO2S

A 2-piece molecular cluster, C3H2NO2S overall at a distorted geometry (wB97M-V/def2-TZVPD, the OMol25 dataset).

For the HOMO energy, the calculation gives -1.931 eV. The LUMO energy is 3.22 eV. For the energy above the lowest of the compared OMol25 structures with the same formula, charge and spin, the calculation gives 3.891 eV. The gap between HOMO and LUMO is 5.155 eV. The total charge is -1.

Positions of all 9 atoms, in Å:
C -0.952 0.976 -0.260
C -0.762 -0.947 -2.919
C -1.450 -0.059 0.450
N 0.086 0.175 0.486
O -2.198 -0.606 1.223
O -1.321 -0.046 -3.463
S -0.147 -1.878 -1.840
H -1.011 1.484 -1.186
H 0.433 -0.581 -0.161



No. 5
# C3H2NO2S2

A 2-piece molecular cluster, C3H2NO2S2 overall at a distorted geometry (wB97M-V/def2-TZVPD, the OMol25 dataset).

For the HOMO energy, the calculation gives -4.276 eV. The LUMO energy is 3.59 eV. For the energy above the lowest of the compared OMol25 structures with the same formula, charge and spin, the calculation gives 4.201 eV. The gap between HOMO and LUMO is 7.871 eV. The total charge is -1.

Positions of all 10 atoms, in Å:
C 0.235 0.401 0.007
C 0.760 -0.691 -0.031
C -1.813 1.123 -1.922
N -2.796 0.924 -2.503
O 0.110 0.351 -3.674
O 0.135 2.674 -2.933
S -4.164 0.915 -3.294
S 0.046 1.272 -2.534
H -0.133 1.262 0.446
H 0.918 -1.641 -0.291



No. 6
# C3H2NO2S2

An isolated ion of composition C3H2NO2S2 and charge -1 at a distorted geometry (wB97M-V/def2-TZVPD, the OMol25 dataset).

For the HOMO energy, the calculation gives -3.636 eV. The LUMO energy is 3.49 eV. For the energy above the lowest of the compared OMol25 structures with the same formula, charge and spin, the calculation gives 0.296 eV. The gap between HOMO and LUMO is 7.125 eV. Its SMILES is O=C1CSC(S[O-])=N1. The total charge is -1.

Positions of all 10 atoms, in Å:
C -0.916 -1.081 -0.008
C 1.167 -0.218 -0.138
C -1.328 0.482 0.010
N 0.389 -1.225 -0.007
O -1.691 -2.020 0.052
O 3.154 1.458 0.017
S 0.156 1.523 -0.050
S 2.843 -0.035 -0.061
H -1.937 0.645 -0.873
H -1.838 0.472 1.058



No. 7
# C3H2NO3

An isolated ion of composition C3H2NO3 and charge -1 at a distorted geometry (wB97M-V/def2-TZVPD, the OMol25 dataset).

For the HOMO energy, the calculation gives -4.197 eV. The LUMO energy is 4.03 eV. For the energy above the lowest of the compared OMol25 structures with the same formula, charge and spin, the calculation gives 3.260 eV. The gap between HOMO and LUMO is 8.226 eV. Its SMILES is O=C([O-])CC#[N+][O-]. The total charge is -1.

Positions of all 9 atoms, in Å:
C -0.201 0.200 0.285
C 1.180 0.297 -0.176
C -1.760 -0.458 -0.244
N 2.336 0.173 -0.298
O -2.583 0.423 -0.382
O -1.791 -1.652 -0.347
O 3.515 0.266 -0.478
H -0.136 -0.427 1.159
H -0.560 1.178 0.480



No. 8
# C3H2NO3

An isolated ion of composition C3H2NO3 and charge -1 at a distorted geometry (wB97M-V/def2-TZVPD, the OMol25 dataset).

For the HOMO energy, the calculation gives -2.067 eV. The LUMO energy is 3.98 eV. For the energy above the lowest of the compared OMol25 structures with the same formula, charge and spin, the calculation gives 2.934 eV. The gap between HOMO and LUMO is 6.046 eV. The total charge is -1.

Positions of all 9 atoms, in Å:
C 0.408 -0.914 -0.454
C 0.244 -0.551 1.949
C 0.234 1.579 -0.267
N 0.044 -1.017 0.866
O -0.069 2.624 -0.851
O 0.084 -0.195 3.085
O 0.177 0.450 -0.936
H -0.299 -1.358 -1.119
H 0.563 1.536 0.799



> Number 4 is which compound?

C3H2NO2S



> Which value of total charge does entry 5 give?

-1